(1)
Entry from the OMol25 dataset: a structure of composition BrO3S at a distorted geometry (ωB97M-V/def2-TZVPD).

```
5
Properties=species:S:1:pos:R:3:lowdin_charge:R:1
Br 2.05840 0.01684 0.04340 0.23
S -0.18356 -0.16735 0.01502 0.29
O -0.93369 1.86420 0.15831 -0.57
O -0.45908 -0.65000 -1.32218 -0.48
O -0.48207 -1.06369 1.10546 -0.47
```

2S+1: 1
HOMO level (alpha / beta): -5.21 / -5.21 eV
gap between HOMO and LUMO (alpha / beta): 8.21 / 8.22 eV
lowest unoccupied orbital energy (alpha / beta): 3.003 / 3.006 eV
total charge: -1
energy: -3197.87744 Eh

---

(2)
Entry from the OMol25 dataset: a structure of composition BrPt at a distorted geometry (ωB97M-V/def2-TZVPD).

```
2
Properties=species:S:1:pos:R:3:lowdin_spin:R:1
Pt 1.10557 0.37562 -0.49985 2.41
Br -1.10557 -0.37562 0.49985 0.59
```

2S+1: 4
HOMO level (alpha / beta): -8.59 / -10.80 eV
gap between HOMO and LUMO (alpha / beta): 8.96 / 7.51 eV
lowest unoccupied orbital energy (alpha / beta): 0.372 / -3.291 eV
energy: -2693.18277 Eh
<S²>: 3.7589

---

Computed values of molecular weight (unit: g/mol) for the preceding records, in sequence: 159.97, 274.98.
Computed values of ΔE to the lowest compared entry with this formula, charge and spin (unit: kcal per mole) for the preceding records, in sequence: 95.34, 0.00.